169
Properties=species:S:1:pos:R:3:forces:R:3 method="wB97M-V/def2-TZVPD" gap_ev=5.339 e_tot_ev=-159731.9191 e_homo_ha=-0.30894 e_lumo_ev=-3.07 smiles="CCB(O)[C@H](N=C=O)OC[C@@](CCCCCCCC[Si](C)(C)c1ccccc1)(OCCON=O)c1cccnc1.COP(=O)(OC)OC.COP(=O)(OC)OC.COP(=O)(OC)OC.COP(=O)(OC)OC.COP(=O)(OC)OC" multiplicity=1
C 2.89561 6.06137 0.54040 0.39 0.11 0.51
C 4.11726 5.16848 -0.16624 -0.47 -0.15 1.36
B 3.68711 3.57149 0.12593 2.67 0.84 0.62
O 4.58986 2.86523 1.06709 -0.98 0.02 -2.56
C 2.37983 2.94628 -0.64628 -0.62 1.80 -1.56
N 1.19675 2.62410 0.29285 3.24 -4.47 5.58
C 1.57817 1.80780 1.31941 0.57 -4.91 -0.83
O 1.88403 0.71161 2.06900 -2.68 9.08 -5.43
O 2.63408 1.92443 -1.65434 0.72 0.03 0.95
C 3.68292 0.97262 -1.35385 1.13 -2.01 0.85
C 3.60880 -0.44723 -2.24117 -0.12 -0.63 1.53
C 2.15335 -1.10044 -1.90622 -0.90 -0.59 0.60
C 1.60680 -2.23913 -2.93999 -1.23 0.07 -0.39
C 1.25239 -3.69820 -2.21784 -0.93 -0.22 -1.42
C -0.39728 -3.96854 -2.17509 -0.26 -0.79 0.74
C -1.08425 -3.47901 -0.75004 0.02 0.58 -0.28
C -1.49493 -1.87745 -0.83026 0.04 0.09 -1.53
C -3.12687 -1.63536 -1.04826 0.13 -0.25 0.94
C -3.67582 -0.25594 -0.31684 -0.05 -1.75 0.55
Si -3.13549 1.37414 -1.19456 0.28 0.66 0.12
C -2.44440 2.55405 0.20079 0.57 0.30 -0.22
C -1.67767 1.15042 -2.46056 0.11 -0.57 -0.08
C -4.58394 2.21788 -2.20259 -2.41 1.47 -1.61
C -4.98916 3.77016 -1.78290 -2.69 -1.81 -3.82
C -6.19961 4.50161 -2.63396 1.67 -3.96 -0.51
C -6.92862 3.66272 -3.85693 2.44 -1.42 1.70
C -6.48575 2.12002 -4.27965 1.99 1.87 3.42
C -5.27824 1.35451 -3.41219 -1.93 4.87 0.54
O 3.95892 -0.29084 -3.64669 -1.67 0.39 1.18
C 2.99975 0.44100 -4.45467 0.04 0.28 -1.87
C 3.79825 1.72575 -5.13816 -0.41 -1.72 0.24
O 2.85452 2.85610 -5.11635 1.42 -0.71 0.77
N 2.20790 2.85877 -6.31832 1.73 4.35 -2.66
O 2.55802 3.88795 -6.91379 -2.05 -3.54 1.57
C 4.74362 -1.52562 -1.64720 2.44 -0.96 1.33
C 5.68612 -1.14513 -0.37663 0.54 -5.16 -2.89
C 6.72206 -2.35569 -0.06693 -2.68 0.31 -2.45
C 6.66733 -3.69625 -0.94342 -0.10 0.70 0.31
N 5.82715 -4.09588 -2.10590 -0.28 7.09 4.04
C 4.92980 -2.93918 -2.38055 0.18 0.44 0.50
H 3.07252 6.11839 1.71940 -0.30 -0.26 -2.60
H 1.84396 5.54893 0.39230 2.01 1.35 0.07
H 2.95508 7.16244 0.14761 -0.50 -2.19 0.64
H 5.09230 5.43713 0.46354 -1.94 -0.66 -1.74
H 4.24530 5.39514 -1.31172 -0.36 -0.27 2.24
H 5.26366 2.29909 0.58854 -1.31 0.90 0.86
H 1.94358 3.87040 -1.27350 0.86 -2.26 1.26
H 4.79608 1.35682 -1.55151 -2.37 -0.31 0.50
H 3.53766 0.60080 -0.22890 0.57 0.86 -2.31
H 1.27889 -0.30139 -1.75736 2.19 -1.42 -0.48
H 2.24917 -1.62903 -0.83998 -0.02 1.26 -2.25
H 2.26683 -2.37162 -3.92361 -1.19 0.28 2.38
H 0.55400 -1.84892 -3.34677 2.35 -0.75 0.74
H 1.66236 -3.78760 -1.12473 -0.54 0.11 -2.23
H 1.67138 -4.53603 -2.95254 -0.61 1.67 1.94
H -0.95426 -3.48326 -3.09987 1.23 -0.81 1.91
H -0.63328 -5.13639 -2.24964 0.81 2.45 0.09
H -0.30324 -3.59810 0.13604 -1.73 -0.06 -1.87
H -2.05663 -4.13897 -0.54713 2.19 1.48 -0.28
H -0.96267 -1.46737 -1.81586 -1.04 -0.74 2.23
H -1.05863 -1.24976 0.05824 -1.06 -1.27 -1.48
H -3.65828 -2.54787 -0.53498 0.89 1.74 -1.05
H -3.43390 -1.63556 -2.17902 0.74 -0.07 2.06
H -4.83990 -0.37018 -0.20225 2.18 0.41 -0.21
H -3.21035 -0.24762 0.77232 -1.02 -0.01 -2.12
H -1.84517 1.88758 0.97222 -1.36 1.50 -1.38
H -1.65573 3.25000 -0.33774 -1.64 -1.12 1.31
H -3.30886 3.17285 0.69129 1.88 -1.14 -0.63
H -0.73062 0.80263 -1.86092 -1.64 0.75 -1.33
H -1.49855 2.16866 -3.00930 -0.24 -2.04 0.92
H -2.00854 0.29778 -3.19960 0.91 1.72 1.13
H -4.43335 4.36457 -0.91841 -1.30 -1.59 -2.11
H -6.48996 5.61121 -2.32623 0.49 -2.70 -0.97
H -7.80755 4.20075 -4.45237 2.18 -1.38 1.41
H -7.02215 1.55527 -5.16256 1.15 1.40 2.01
H -4.95598 0.25134 -3.69706 -0.68 2.63 0.79
H 2.66129 -0.25050 -5.36249 0.69 1.26 2.01
H 2.02483 0.80364 -3.92654 2.06 -0.57 -0.62
H 4.05042 1.49704 -6.27047 -0.26 0.43 2.46
H 4.77684 1.98582 -4.53870 -2.20 -0.31 -1.17
H 5.65806 -0.15628 0.24722 0.00 -2.21 -1.41
H 7.51209 -2.24613 0.80426 -1.84 -0.45 -2.08
H 7.44386 -4.54542 -0.61625 -1.82 2.11 -0.80
H 4.22257 -3.11696 -3.32862 1.74 0.53 2.40
C 2.51053 -2.00343 2.88557 0.00 0.59 0.73
O 3.09533 -3.28925 3.02534 2.36 -2.79 -0.04
P 2.47790 -4.37242 4.22460 -8.11 5.71 -0.28
O 1.09769 -4.35299 3.55911 1.25 -1.03 -0.31
O 2.55179 -3.18896 5.36711 0.59 -0.78 -0.07
C 3.83033 -2.76625 5.79861 0.31 0.20 0.33
O 1.86054 -5.45561 5.42392 3.12 -0.60 -0.53
C 2.49150 -6.71889 5.40297 0.09 -0.70 0.30
H 2.30278 -1.82999 1.82716 0.13 -0.31 0.02
H 1.58252 -1.88928 3.45228 0.16 -0.15 -0.13
H 3.22921 -1.25231 3.22364 -0.11 0.06 -0.04
H 3.87369 -1.67752 5.74495 0.05 -0.04 0.00
H 4.62872 -3.18283 5.17657 0.04 0.17 0.06
H 3.98064 -3.07830 6.83622 0.05 0.03 -0.10
H 3.56035 -6.60109 5.60410 0.02 -0.35 0.08
H 2.34719 -7.19454 4.43003 0.04 -0.20 0.03
H 2.05096 -7.34833 6.18054 0.03 0.13 -0.12
C 1.90884 11.79950 -2.82578 0.67 0.09 0.62
O 2.08054 11.03882 -4.01184 0.68 -0.89 -3.37
P 2.52297 9.37091 -3.88926 -3.45 0.55 9.27
O 1.24372 9.06968 -3.10123 0.25 -0.02 -1.62
O 3.73679 9.74435 -2.84113 0.11 -0.27 -0.90
C 4.85708 10.44174 -3.34921 0.49 0.13 0.00
O 2.96550 7.70299 -3.76672 1.12 1.32 -2.69
C 3.03407 7.05724 -5.02080 0.17 -0.71 -0.48
H 0.96196 12.34004 -2.89433 0.03 -0.20 -0.28
H 1.90291 11.18764 -1.91970 -0.05 0.00 -0.27
H 2.71898 12.53021 -2.75705 -0.04 0.02 0.09
H 5.05198 11.30227 -2.70765 0.03 -0.01 -0.06
H 4.68843 10.79413 -4.37160 0.11 0.11 0.11
H 5.72875 9.78101 -3.33396 -0.05 0.09 -0.05
H 3.79263 7.54023 -5.64376 0.01 -0.29 -0.20
H 2.06257 7.10019 -5.51882 0.01 -0.16 -0.14
H 3.31395 6.01188 -4.86664 -0.08 0.15 -0.01
C 12.04245 -5.07366 -2.72408 0.64 -0.63 -0.13
O 10.73027 -5.22655 -3.24335 -2.84 0.25 -2.12
P 9.81076 -6.62838 -2.81667 6.22 -0.84 7.68
O 9.88480 -6.24917 -1.33379 -1.16 0.47 -1.08
O 11.07985 -7.60666 -3.19586 -0.83 0.13 -0.50
C 11.43256 -7.73244 -4.55942 0.19 -0.25 -0.40
O 8.89124 -8.03028 -2.39006 -0.80 1.12 -2.92
C 7.58354 -8.01505 -2.92309 -0.80 -0.31 -0.11
H 12.13880 -4.06476 -2.31627 -0.32 -0.03 -0.10
H 12.28156 -5.79721 -1.94006 -0.20 0.13 -0.13
H 12.75889 -5.18491 -3.54219 0.07 0.00 0.07
H 12.50515 -7.56007 -4.65907 -0.04 0.00 -0.05
H 10.89897 -7.01143 -5.18658 0.18 -0.04 -0.06
H 11.20148 -8.74657 -4.89820 0.02 0.11 -0.03
H 7.63053 -7.98872 -4.01573 -0.34 -0.11 0.00
H 7.03780 -7.14349 -2.55401 -0.21 -0.03 -0.06
H 7.06300 -8.92443 -2.61172 0.13 0.13 -0.01
C -11.11120 -2.19567 3.40018 0.68 -0.66 0.60
O -10.73157 -1.00982 2.71864 0.72 3.52 -0.88
P -9.59161 -1.10907 1.42121 -2.52 -9.60 -0.26
O -10.53015 -2.03657 0.64206 0.07 1.64 -0.08
O -8.57563 -2.01257 2.35013 0.15 0.92 -0.27
C -7.92777 -1.37455 3.43306 0.37 0.04 0.34
O -8.45156 -1.20827 0.12381 0.19 2.85 1.45
C -8.22081 0.03571 -0.50365 0.40 0.43 -0.53
H -12.20118 -2.22256 3.46881 0.08 0.30 -0.18
H -10.76471 -3.10631 2.90412 -0.07 0.26 -0.07
H -10.70244 -2.16430 4.41354 -0.09 -0.08 0.01
H -8.07348 -1.97767 4.33034 -0.01 0.06 0.01
H -8.32676 -0.37137 3.61287 0.04 -0.10 0.17
H -6.85700 -1.30475 3.22044 -0.07 0.05 0.04
H -7.81235 0.74511 0.22207 0.13 0.22 -0.28
H -9.15317 0.42531 -0.91910 0.06 0.15 -0.14
H -7.49697 -0.10308 -1.31091 -0.11 0.02 0.11
C -7.99990 -1.39201 8.05411 0.28 0.86 -0.01
O -9.10898 -1.81577 8.83207 -1.96 -1.29 2.66
P -10.65660 -1.09149 8.56188 3.67 2.71 -8.83
O -10.65373 -1.58138 7.10991 -0.56 -0.78 1.32
O -9.99231 0.41351 8.63346 -0.57 -0.45 0.66
C -9.52575 0.87066 9.88760 0.11 0.37 0.35
O -12.20424 -0.36715 8.29177 0.28 -1.00 3.07
C -13.22428 -0.93309 9.08779 -0.76 -0.02 0.25
H -7.48808 -2.27690 7.66878 -0.27 -0.11 0.17
H -8.28340 -0.75250 7.21385 -0.09 -0.17 0.17
H -7.30662 -0.84613 8.69936 0.05 0.02 -0.09
H -8.50836 1.24495 9.76538 -0.03 -0.01 0.06
H -9.52109 0.07238 10.63635 0.14 0.13 0.02
H -10.16669 1.68681 10.23360 0.07 -0.08 0.03
H -12.98890 -0.78954 10.14644 -0.34 -0.06 0.08
H -13.32193 -1.99939 8.87062 -0.19 -0.05 0.07
H -14.16916 -0.43163 8.86277 0.18 -0.06 -0.01